{
  "formula": "C23H66O10",
  "method": "ωB97M-V with the def2-TZVPD basis set",
  "energy_ev": -45390.15633,
  "gap_ev": 9.9715,
  "e_lumo_ev": 0.30,
  "de_lowest_kj_mol": 457.1,
  "species": ["C", "C", "C", "O", "H", "H", "H", "H", "H", "H", "H", "H", "C", "C", "C", "O", "H", "H", "H", "H", "H", "H", "H", "H", "C", "C", "C", "O", "H", "H", "H", "H", "H", "H", "H", "H", "C", "C", "O", "H", "H", "H", "H", "H", "H", "C", "C", "O", "H", "H", "H", "H", "H", "H", "C", "C", "O", "H", "H", "H", "H", "H", "H", "C", "C", "O", "H", "H", "H", "H", "H", "H", "C", "C", "O", "H", "H", "H", "H", "H", "H", "C", "C", "O", "H", "H", "H", "H", "H", "H", "C", "C", "O", "H", "H", "H", "H", "H", "H"],
  "coordinates": [[8.214, 2.401, -15.022], [8.824, 1.587, -13.936], [8.473, 2.074, -12.538], [8.488, 0.223, -14.038], [8.487, 1.822, -15.904], [8.635, 3.386, -15.218], [7.145, 2.537, -14.859], [9.888, 1.734, -14.122], [8.638, 3.151, -12.516], [9.152, 1.694, -11.775], [7.484, 1.817, -12.158], [9.068, -0.398, -13.592], [15.076, 3.038, -13.012], [16.288, 3.710, -13.489], [16.914, 3.211, -14.802], [15.704, 4.983, -13.621], [14.761, 3.417, -12.040], [15.500, 2.059, -12.788], [14.223, 3.012, -13.690], [17.016, 3.869, -12.693], [17.931, 3.511, -15.054], [16.271, 3.139, -15.680], [17.054, 2.153, -14.581], [14.921, 4.847, -14.160], [16.806, 9.011, -16.090], [16.750, 9.591, -17.467], [17.167, 8.679, -18.620], [15.404, 10.002, -17.715], [15.852, 8.523, -15.894], [16.836, 9.720, -15.263], [17.630, 8.328, -15.882], [17.395, 10.467, -17.530], [18.197, 8.352, -18.473], [17.136, 9.244, -19.552], [16.472, 7.843, -18.696], [15.446, 10.419, -18.579], [12.070, 6.042, -18.687], [12.874, 5.435, -17.534], [12.176, 5.723, -16.343], [12.267, 7.111, -18.600], [11.002, 5.922, -18.504], [12.423, 5.630, -19.633], [13.879, 5.845, -17.633], [12.991, 4.368, -17.724], [11.653, 6.514, -16.489], [12.240, 7.179, -10.218], [12.834, 6.268, -9.151], [12.939, 6.995, -7.936], [11.237, 7.507, -9.947], [12.172, 6.746, -11.216], [12.846, 8.071, -10.382], [13.819, 5.978, -9.517], [12.318, 5.331, -8.943], [13.460, 7.779, -8.123], [21.526, 5.755, -16.566], [21.879, 4.361, -16.208], [21.600, 3.245, -17.057], [22.137, 6.552, -16.142], [20.606, 5.948, -16.015], [21.380, 5.869, -17.640], [21.490, 4.183, -15.205], [22.955, 4.302, -16.049], [21.932, 2.460, -16.614], [19.464, 7.182, -9.546], [20.176, 7.897, -8.390], [21.556, 7.872, -8.684], [18.379, 7.113, -9.475], [19.810, 6.166, -9.740], [19.684, 7.797, -10.418], [19.976, 7.390, -7.446], [19.876, 8.912, -8.128], [21.949, 8.594, -8.188], [13.081, -1.738, -12.214], [12.384, -3.041, -12.440], [11.493, -2.698, -13.458], [12.474, -1.095, -11.577], [13.291, -1.114, -13.082], [14.037, -1.858, -11.703], [11.870, -3.497, -11.594], [13.060, -3.811, -12.813], [11.859, -2.763, -14.343], [16.483, 2.429, -21.029], [15.773, 1.107, -21.509], [15.884, 1.066, -22.854], [15.860, 3.253, -21.378], [17.448, 2.629, -21.496], [16.489, 2.450, -19.940], [14.696, 1.125, -21.338], [15.915, 0.183, -20.947], [16.819, 1.082, -23.069], [19.573, -0.043, -9.092], [19.605, 1.375, -9.374], [20.758, 1.822, -10.146], [20.485, -0.415, -8.626], [19.338, -0.547, -10.030], [18.745, -0.343, -8.450], [19.419, 2.036, -8.528], [18.799, 1.660, -10.049], [21.376, 2.158, -9.493]]
}